Entry 1:
The following is a quantum chemistry calculation of a 2-piece molecular cluster, C6H16 overall at a distorted geometry, from the OMol25 dataset.

Element x y z (Å)
1 C 1.5545 -0.4835 -2.0175
2 C 0.6598 0.5879 -2.6190
3 H 2.4836 -0.5483 -2.5922
4 H 1.6617 -0.2420 -0.9785
5 H 1.2431 -1.5206 -2.2205
6 H 1.0909 1.2031 -3.4217
7 H 0.4892 1.4031 -1.9003
8 H -0.3292 0.2679 -2.9551
9 C -0.7003 -0.2670 1.7018
10 C -0.3837 -1.2938 0.5807
11 C 0.4843 0.7473 1.7666
12 C -2.0009 0.4842 1.4589
13 H -0.7771 -0.8467 2.6277
14 H -1.2032 -1.9987 0.4368
15 H 1.3751 0.1324 1.6107
16 H 0.2878 1.5462 1.0509
17 H 0.5410 1.1565 2.7802
18 H -2.8699 0.1738 2.0336
19 H -1.9051 1.5536 1.6756
20 H -2.1718 0.5276 0.3727
21 H 0.5192 -1.8141 0.9328
22 H -0.0492 -0.7689 -0.3244

Values from the calculation:
E_HOMO: -10.95 eV
E_LUMO: 1.10 eV
Energy above the lowest of the compared OMol25 structures with the same formula, charge and spin: 0.878 eV
Orbital gap: 12.05 eV
SMILES: CC(C)C.CC

These are the natural (NBO) partial charges, in e, on atoms 1 to 2:
1 C -0.636
2 C -0.628

=====

Entry 2:
The following is a quantum chemistry calculation of C19H27N2O2OsPS2 as an isolated structure, from the OMol25 dataset.

Element x y z (Å)
1 Os 0.6084 -0.8781 0.3794
2 C 0.3863 -3.7766 -3.8336
3 C 1.3112 -2.7779 -4.4810
4 O 1.1200 -1.4260 -3.9486
5 P 1.3264 -0.9493 -2.4713
6 S 2.2926 -1.9047 -1.0255
7 S -0.5065 -0.7291 -1.5358
8 O 2.0013 0.4566 -2.6341
9 C 1.6879 1.3845 -3.7246
10 C 2.6771 1.2377 -4.8523
11 H 0.5635 -4.7593 -4.2713
12 H -0.6562 -3.5087 -4.0012
13 H 0.5653 -3.8547 -2.7607
14 H 1.1018 -2.6635 -5.5411
15 H 2.3635 -3.0306 -4.3571
16 H 1.7525 2.3671 -3.2632
17 H 0.6586 1.2209 -4.0457
18 H 3.6959 1.2735 -4.4682
19 H 2.5483 2.0665 -5.5490
20 H 2.5341 0.3068 -5.3971
21 C -4.4820 0.9683 1.4275
22 C -3.2973 0.7634 2.3720
23 C -2.2127 1.8022 2.1784
24 C -2.5575 3.1518 2.2413
25 C -1.6355 4.1456 1.9773
26 C -0.3445 3.8066 1.6001
27 C 0.0522 2.4804 1.5258
28 C 1.4695 2.1598 1.1090
29 C 2.3747 1.6713 2.2391
30 C -0.8827 1.4932 1.8715
31 N -0.4373 0.1363 1.8975
32 C -0.6401 -0.6001 2.9445
33 C -0.2653 -1.9687 2.8371
34 C -0.4132 -3.1021 3.5936
35 C 0.0778 -4.1831 2.8095
36 C 0.5110 -3.6701 1.6166
37 N 0.3302 -2.3069 1.6179
38 H -5.2559 0.2267 1.6237
39 H -4.1681 0.8650 0.3878
40 H -4.9326 1.9531 1.5410
41 H -2.9066 -0.2401 2.2058
42 H -3.6457 0.7883 3.4085
43 H -3.5734 3.4224 2.4985
44 H -1.9256 5.1856 2.0411
45 H 0.3720 4.5837 1.3637
46 H 1.8970 3.0604 0.6662
47 H 1.4714 1.4265 0.2825
48 H 2.3482 2.3681 3.0772
49 H 3.4069 1.5850 1.9009
50 H 2.0671 0.6962 2.6240
51 H -1.0701 -0.1818 3.8489
52 H -0.8306 -3.1608 4.5857
53 H 0.1079 -5.2199 3.0987
54 H 0.9584 -4.1615 0.7688

Values from the calculation:
Multiplicity: 2
E_HOMO (alpha / beta): -11.24 / -11.20 eV
E_LUMO (alpha / beta): -4.47 / -4.36 eV
Orbital gap (alpha / beta): 6.77 / 6.83 eV
Total charge: +1

These are the natural (NBO) partial charges, in e, on atoms 1 to 2:
1 Os 0.810
2 C -0.649

=====

Entry 3:
The following is a quantum chemistry calculation of a 2-piece molecular cluster, C12H17NO overall at a distorted geometry, from the OMol25 dataset.

Element x y z (Å)
1 C -2.8993 -1.3333 0.4485
2 C -3.2348 -2.8417 0.6904
3 C -1.4501 -1.1334 0.1020
4 C -0.9576 -1.4431 -1.1348
5 C -0.3328 -0.7907 0.9559
6 C 0.7864 -0.6368 0.0584
7 C -0.0488 -0.7314 2.3153
8 C 1.9911 -0.1870 0.5096
9 C 1.2762 -0.4932 2.7434
10 C 2.2948 -0.1929 1.8593
11 N 0.3944 -1.1428 -1.1620
12 H -3.5304 -1.0001 -0.3802
13 H -3.2161 -0.7431 1.2996
14 H -2.6913 -3.2017 1.5684
15 H -1.4487 -1.8154 -2.0133
16 H 1.0074 -1.2763 -1.9407
17 H -0.7370 -1.1232 3.0529
18 H 2.8366 0.0335 -0.1332
19 H 1.4682 -0.6452 3.8002
20 H 3.2057 0.2428 2.2545
21 H -2.8482 -3.3941 -0.1522
22 H -4.3061 -2.9955 0.8273
23 C 1.9006 3.0976 -1.2469
24 C 0.5450 2.6200 -1.8294
25 O 2.6826 3.7895 -2.1967
26 H 1.7960 3.7228 -0.3626
27 H 2.5258 2.2305 -0.9604
28 H 0.0221 1.7576 -1.4021
29 H 2.2669 3.9314 -3.0348
30 H 0.8622 2.2395 -2.7928
31 H -0.1610 3.4557 -1.7435

Values from the calculation:
E_HOMO: -7.85 eV
E_LUMO: 0.80 eV
Energy above the lowest of the compared OMol25 structures with the same formula, charge and spin: 1.935 eV
Orbital gap: 8.65 eV
SMILES: CCc1c[nH]c2ccccc12.CCO

These are the natural (NBO) partial charges, in e, on atoms 1 to 2:
1 C -0.414
2 C -0.592

=====

Entry 4:
The following is a quantum chemistry calculation of a 4-piece molecular cluster, C4H14O3 overall at a distorted geometry, from the OMol25 dataset.

Element x y z (Å)
1 C 1.9037 -0.1761 0.5171
2 C 1.9895 0.2486 -0.8984
3 C 2.6689 -0.2175 -1.9016
4 C 0.9143 1.3250 -1.0407
5 H 1.0775 -1.0512 0.6255
6 H 1.4681 0.4180 1.2697
7 H 2.9036 -0.5786 0.8050
8 H 2.2708 -0.0724 -3.0083
9 H 3.6054 -0.8063 -1.9662
10 H -0.1062 1.0603 -1.4052
11 H 1.2449 1.8889 -2.0470
12 H 0.8567 2.0433 -0.2752
13 H -2.4631 -0.4481 2.4556
14 H -1.0118 0.0850 2.8154
15 O -1.8862 0.2559 2.6047
16 H -2.3394 -2.0173 0.8996
17 H -1.6758 -2.8097 1.9849
18 O -2.5136 -2.4675 1.6986
19 H -3.1436 1.5057 -1.7175
20 H -3.0198 1.0085 -0.2799
21 O -2.7440 0.8052 -1.1362

Values from the calculation:
E_HOMO: -9.12 eV
E_LUMO: 0.42 eV
Energy above the lowest of the compared OMol25 structures with the same formula, charge and spin: 2.790 eV
Orbital gap: 9.55 eV
SMILES: C=C(C)C.O.O.O

These are the natural (NBO) partial charges, in e, on atoms 1 to 2:
1 C -0.634
2 C -0.008

=====

| no. | electronic energy (eV) |
| --- | --- |
| 1 | -6480.780 |
| 2 | -60639.106 |
| 3 | -16256.452 |
| 4 | -10515.139 |